No. 1
DFT (ωB97M-V with the def2-TZVPD basis set) results for C9H19F4N3O9RbS4 as an isolated structure.

The geometry in XYZ format:
```
49
Properties=species:S:1:pos:R:3:mulliken_charge:R:1
Rb 0.925 2.113 19.374 0.9151
N 6.305 2.409 19.611 -0.1628
S 6.661 1.013 20.127 0.9889
O 5.676 -0.133 20.045 -0.6085
O 7.587 0.909 21.233 -0.6332
F 7.694 0.900 18.950 -0.2871
S 4.912 2.421 20.780 1.0398
O 5.058 2.369 22.208 -0.5781
O 3.682 1.846 20.268 -0.4973
F 4.681 4.006 20.777 -0.2412
N 4.952 4.923 17.858 -0.1958
S 4.990 6.540 18.438 1.1696
O 4.284 6.845 19.632 -0.5597
O 5.296 7.422 17.318 -0.5975
F 6.423 6.307 19.009 -0.2677
S 3.486 5.062 17.471 0.8867
O 2.783 6.236 17.001 -0.5951
O 2.661 4.036 17.981 -0.4365
F 3.753 4.393 16.036 -0.3859
C -1.909 0.774 17.802 -1.3033
C -1.568 0.467 16.306 0.9705
C -2.835 0.719 15.403 -1.0926
C -2.988 2.256 15.152 -0.6408
C -1.729 2.776 14.473 -1.3027
C -0.349 2.582 15.224 1.2322
N -0.358 1.272 15.967 0.8212
O 0.823 0.846 16.612 -0.3878
C 0.921 2.445 14.230 -1.6088
C -0.204 3.839 16.143 -1.1836
C -1.267 -1.078 16.010 -1.7167
H -2.154 1.832 17.892 0.3508
H -0.985 0.567 18.343 -0.0709
H -2.721 0.235 18.290 0.3627
H -2.725 0.159 14.475 0.4523
H -3.762 0.285 15.777 0.4521
H -2.967 2.633 16.175 0.2096
H -3.878 2.506 14.575 0.4292
H -1.996 3.815 14.283 0.3814
H -1.492 2.339 13.503 0.4805
H 1.095 3.228 13.491 0.3310
H 1.642 2.537 15.042 0.4813
H 1.043 1.471 13.757 0.3360
H 0.455 3.760 17.008 -0.3184
H 0.064 4.695 15.524 0.5362
H -1.150 4.297 16.431 0.3910
H -2.105 -1.736 16.240 0.3516
H -0.355 -1.505 16.427 0.3728
H -1.135 -1.032 14.929 0.4676
H 1.216 0.171 16.055 0.2623
```

Values from the calculation:
- HOMO level (eV) = -6.55
- charge = -1
- orbital gap (eV) = 7.72

=====

No. 2
DFT (ωB97M-V with the def2-TZVPD basis set) results for C9H19F6MnN4O13S6 as an isolated structure.

The geometry in XYZ format:
```
58
Properties=species:S:1:pos:R:3:nbo_charge:R:1
Mn 0.450 0.891 -0.362 1.5074
N 0.731 4.506 1.800 -0.9337
S -0.169 4.237 3.025 2.3720
O -0.500 2.882 3.453 -0.9147
O -1.023 5.295 3.466 -0.9005
F 1.066 4.380 4.078 -0.5342
S -0.512 3.982 0.754 2.3366
O -1.817 4.663 0.799 -0.8342
O -0.535 2.563 0.324 -1.0205
F 0.113 4.660 -0.554 -0.4770
N 0.195 0.925 -2.311 -1.2593
S -0.362 1.962 -3.327 2.4072
O -1.507 1.564 -4.217 -0.8423
O 0.413 3.125 -3.578 -0.8371
F -1.306 2.570 -2.172 -0.5249
S 0.901 -0.090 -3.499 2.4005
O 1.813 0.596 -4.377 -0.8469
O 0.035 -1.079 -4.092 -0.8681
F 1.854 -1.005 -2.560 -0.4905
N 2.139 1.469 0.425 -1.2517
S 3.005 1.430 1.725 2.4401
O 3.449 2.693 2.333 -0.8450
O 3.834 0.312 2.018 -0.9024
F 1.770 1.199 2.624 -0.4982
S 3.344 2.522 -0.311 2.3303
O 4.758 2.035 -0.335 -0.8399
O 3.125 3.941 0.011 -0.8233
F 2.821 2.312 -1.784 -0.4678
C 0.023 -3.286 1.699 -0.6423
C 0.296 -2.417 0.488 0.1070
C 0.188 -3.263 -0.844 -0.4116
C -1.319 -3.617 -1.214 -0.4060
C -2.135 -2.323 -1.278 -0.4089
C -2.003 -1.456 0.077 0.1405
N -0.555 -1.233 0.379 -0.2507
O -0.328 -0.300 1.407 -0.5717
C -2.690 -0.093 -0.240 -0.6447
C -2.869 -2.096 1.225 -0.6450
C 1.812 -1.986 0.522 -0.6152
H -0.865 -3.911 1.600 0.2155
H -0.104 -2.734 2.630 0.2016
H 0.880 -3.952 1.797 0.2331
H 0.636 -2.751 -1.696 0.2338
H 0.902 -4.085 -0.790 0.2183
H -1.805 -4.315 -0.532 0.1904
H -1.403 -4.215 -2.121 0.2249
H -3.126 -2.770 -1.365 0.2198
H -1.857 -1.626 -2.068 0.2329
H -2.709 0.748 0.454 0.2463
H -2.290 0.318 -1.167 0.2143
H -3.735 -0.227 -0.520 0.2281
H -2.670 -3.165 1.155 0.2040
H -2.545 -1.586 2.132 0.2055
H -3.949 -1.953 1.172 0.2317
H 2.561 -2.734 0.263 0.2347
H 2.021 -1.474 1.462 0.2350
H 2.055 -1.146 -0.129 0.2037
H -0.501 -0.889 2.145 0.4927
```

Values from the calculation:
- HOMO level (spin up / spin down) (eV) = -7.54 / -7.54
- spin multiplicity = 6
- expectation value of S² = 8.754
- charge = -1
- orbital gap (spin up / spin down) (eV) = 9.31 / 9.25

=====

No. 3
DFT (ωB97M-V with the def2-TZVPD basis set) results for C9H19F6MnN4O13S6 as an isolated structure.

The geometry in XYZ format:
```
58
Properties=species:S:1:pos:R:3:nbo_charge:R:1
Mn 0.595 -0.932 -0.103 1.5234
N 1.956 0.068 -1.232 -1.2438
S 3.147 1.118 -1.160 2.4435
O 3.002 2.199 -2.093 -0.8776
O 4.380 0.581 -0.650 -0.8434
F 2.608 1.926 0.109 -0.5122
S 2.342 -0.355 -2.825 2.4126
O 3.665 -0.765 -3.157 -0.8447
O 1.597 0.285 -3.866 -0.8852
F 1.587 -1.777 -2.674 -0.5068
N 0.623 -2.914 0.077 -1.2772
S 1.979 -3.849 0.449 2.4276
O 2.312 -5.051 -0.269 -0.8384
O 2.168 -3.766 1.858 -0.8685
F 2.980 -2.766 -0.150 -0.4874
S -0.286 -4.199 -0.160 2.4714
O -0.367 -5.164 0.885 -0.8768
O -0.341 -4.623 -1.522 -0.9030
F -1.697 -3.482 -0.024 -0.5153
N 2.651 -1.210 3.912 -1.0410
S 2.936 -0.353 2.495 2.4475
O 3.544 0.923 2.506 -0.8544
O 1.792 -0.547 1.575 -1.0593
F 4.086 -1.290 1.926 -0.4700
S 3.073 -0.058 4.938 2.4353
O 2.329 1.173 5.005 -0.9252
O 4.480 -0.024 5.222 -0.9329
F 2.587 -0.828 6.254 -0.5161
C -3.599 -0.010 -1.441 -0.6421
C -2.107 0.302 -1.586 0.0959
C -1.980 1.536 -2.461 -0.3991
C -2.182 2.893 -1.710 -0.4016
C -1.441 2.916 -0.386 -0.4118
C -1.565 1.687 0.547 0.1027
N -1.377 0.462 -0.290 -0.2261
O -1.491 -0.682 0.569 -0.6144
C -0.407 1.892 1.541 -0.6197
C -2.841 1.592 1.390 -0.6637
C -1.426 -0.814 -2.388 -0.6166
H -3.734 -0.898 -0.824 0.2228
H -4.108 0.003 -2.405 0.2295
H -4.170 0.811 -0.996 0.2058
H -0.946 1.600 -2.812 0.2283
H -2.638 1.515 -3.326 0.2215
H -3.238 3.101 -1.502 0.1854
H -1.916 3.690 -2.404 0.2233
H -1.861 3.727 0.222 0.2141
H -0.449 3.347 -0.540 0.2390
H -0.534 1.332 2.466 0.2259
H 0.565 1.856 1.052 0.2437
H -0.476 2.944 1.830 0.2223
H -3.736 1.566 0.760 0.2191
H -2.908 0.734 2.060 0.2043
H -3.087 2.478 1.977 0.2498
H -0.338 -0.820 -2.383 0.2102
H -1.804 -0.888 -3.406 0.2409
H -1.668 -1.795 -1.957 0.2275
H -2.265 -0.397 1.079 0.5008
```

Values from the calculation:
- HOMO level (spin up / spin down) (eV) = -7.27 / -7.28
- spin multiplicity = 6
- expectation value of S² = 8.754
- charge = -1
- orbital gap (spin up / spin down) (eV) = 9.02 / 9.03

=====

The records above give, respectively, largest force on an atom values of 7.2 10.1 6.8 eV/A.